Here is a structure of composition C22H44Cl22 at a distorted geometry from the Open Molecules 2025 dataset. Energies are from ωB97M-V with the def2-TZVPD basis set.

The geometry in XYZ format:
```
88
C22H44Cl22 | the Open Molecules 2025 dataset | ωB97M-V with the def2-TZVPD basis set
Cl -4.53 10.04 15.53
C -5.74 8.79 15.90
C -6.54 8.49 14.64
Cl -5.56 8.12 13.18
H -6.42 9.08 16.70
H -5.15 7.96 16.28
H -7.15 9.37 14.42
H -7.22 7.68 14.89
Cl -7.67 3.96 14.79
C -5.91 4.07 14.54
C -5.58 5.37 13.68
Cl -6.45 5.39 12.10
H -5.58 3.14 14.08
H -5.51 4.13 15.56
H -4.54 5.49 13.40
H -5.85 6.29 14.20
Cl -2.03 7.84 15.76
C -2.13 7.00 14.21
C -3.45 7.52 13.58
Cl -3.86 6.59 12.10
H -2.23 5.96 14.51
H -1.32 7.10 13.49
H -3.45 8.61 13.52
H -4.24 7.26 14.29
Cl -6.92 1.02 9.89
C -5.94 2.55 10.22
C -5.81 3.44 8.98
Cl -7.35 4.19 8.55
H -5.02 2.24 10.71
H -6.47 3.14 10.97
H -5.33 2.90 8.16
H -5.21 4.31 9.24
Cl -7.84 7.12 12.79
C -8.94 6.09 13.78
C -10.39 6.57 13.81
Cl -10.45 8.20 14.57
H -8.54 6.22 14.79
H -8.87 5.06 13.45
H -11.02 5.94 14.43
H -10.89 6.62 12.84
Cl -3.70 8.66 11.19
C -2.79 10.13 11.22
C -3.01 10.75 12.61
Cl -4.71 11.08 13.13
H -3.07 10.66 10.30
H -1.76 9.78 11.13
H -2.37 11.62 12.80
H -2.60 10.02 13.31
Cl -7.96 7.42 6.01
C -7.04 6.37 7.10
C -6.68 5.15 6.27
Cl -7.96 3.99 6.01
H -7.64 6.13 7.98
H -6.16 6.92 7.41
H -5.93 4.65 6.89
H -6.21 5.32 5.30
Cl -11.33 7.03 9.85
C -10.16 6.11 8.73
C -9.51 4.93 9.41
Cl -8.52 5.43 10.83
H -9.48 6.88 8.37
H -10.71 5.88 7.81
H -8.83 4.42 8.74
H -10.21 4.16 9.73
Cl -5.05 8.81 6.77
C -4.66 7.71 8.18
C -3.17 7.67 8.51
Cl -2.36 9.23 8.93
H -4.95 6.72 7.85
H -5.34 7.95 9.00
H -2.56 7.26 7.70
H -2.97 6.97 9.32
Cl -4.75 5.86 9.91
C -5.44 7.22 10.93
C -6.94 7.36 10.77
Cl -7.29 7.52 9.03
H -4.95 8.13 10.58
H -5.15 6.99 11.96
H -7.26 8.26 11.28
H -7.49 6.53 11.23
Cl -5.56 9.92 10.32
C -6.44 10.08 8.71
C -7.69 10.91 8.85
Cl -8.43 11.04 7.20
H -6.65 9.04 8.45
H -5.78 10.55 7.97
H -7.55 11.93 9.18
H -8.42 10.46 9.53
```

Its HOMO energy is -0.3072 hartree. Its total energy is -298983.7034 eV. As for the orbital gap: 8.35 eV.